The following is a DFT calculation (wB97M-V/def2-TZVPD) of a molecular structure, C22H24BCrN7.

Positions of all 55 atoms, in Å:
H (0.1948, 3.0456, 0.0666)
N (-0.2213, 1.5247, -1.4191)
B (-0.6346, 0.2429, -3.6056)
N (-0.2696, 1.5533, -2.8070)
C (0.0512, 2.7980, -3.2034)
Cr (-0.5445, -0.0936, -0.3607)
H (0.0948, 3.0286, -4.2479)
C (0.2770, 3.5865, -2.0859)
H (0.5238, 4.6353, -2.0681)
C (0.0966, 2.7663, -0.9812)
H (-0.5809, 0.3787, -4.8304)
C (-1.6683, -1.5591, 0.7259)
H (-1.7169, -1.5249, 1.8371)
H (-0.8480, -2.3519, 0.5678)
H (-2.5356, -2.0519, 0.2914)
N (-2.0752, -0.1341, -3.0744)
N (0.2974, -0.8965, -3.0473)
N (-2.2276, -0.2760, -1.6989)
N (0.2815, -1.2245, -1.6942)
C (-3.2662, -0.3974, -3.6793)
C (1.1583, -1.7273, -3.6543)
H (-3.3738, -0.3425, -4.7326)
H (1.3228, -1.6241, -4.7106)
C (-4.2020, -0.6850, -2.6854)
C (1.7116, -2.5944, -2.7214)
C (-3.5182, -0.5841, -1.4774)
C (1.1218, -2.2674, -1.4979)
H (-5.2383, -0.9258, -2.8195)
H (2.4737, -3.3431, -2.8707)
H (-3.9404, -0.7975, -0.4999)
H (1.2758, -2.7673, -0.5448)
H (-1.8837, -0.2842, 0.8024)
C (-0.0462, 3.2443, 4.2717)
C (-0.8929, 3.1877, 3.1576)
C (-0.7904, 2.1576, 2.2117)
C (0.2770, 1.2213, 2.2916)
C (1.1738, 1.3514, 3.3694)
C (0.9754, 2.2982, 4.3706)
N (0.4765, 0.2512, 1.3142)
C (1.3147, -0.8354, 1.6967)
C (2.5560, -0.9733, 1.0447)
C (3.4339, -1.9899, 1.4086)
C (3.1175, -2.8865, 2.4429)
C (1.9215, -2.6943, 3.1729)
C (1.0489, -1.6656, 2.8099)
H (-0.1450, 4.0303, 5.0196)
H (-1.6517, 3.9599, 3.0132)
H (-1.4466, 2.0772, 1.3377)
H (2.0265, 0.7226, 3.3646)
H (1.6789, 2.3056, 5.1964)
H (2.7660, -0.2918, 0.2167)
H (4.3864, -2.0725, 0.8721)
H (3.8751, -3.6093, 2.7679)
H (1.6940, -3.3492, 4.0184)
H (0.1143, -1.5466, 3.3576)

Cartesian forces (eV/Å) of the 2 atoms listed first:
H -0.0755 -0.4978 -0.3100
N 0.5923 2.0574 -0.8323

- energy above the lowest of the compared OMol25 structures with the same formula, charge and spin (kcal per mole) = 0.0
- gap between HOMO and LUMO (spin up / spin down) (eV) = 7.14 / 7.20
- ⟨S²⟩ = 6.020
- E_HOMO (spin up / spin down) (eV) = -6.5 / -6.9
- multiplicity = 5
- electronic energy (Ha) = -2305.367008